Record 1
13
Properties=species:S:1:pos:R:3:forces:R:3 method="wB97M-V/def2-TZVPD" e_tot_ev=-8259.1978 e_lumo_ev=0.71 homo_energy_ha=-0.3822 molar_mass_g_mol=94.1 multiplicity=1 smiles=C#C[C@H](C#N)CN orbital_gap_ev=11.110
N -1.027995 -0.083528 1.747046 -3.4749 -2.0910 1.0194
N 1.888503 -1.617551 0.990793 -0.2395 0.4098 -0.4060
C 1.130018 0.326677 -2.618055 0.2116 0.1163 -0.2835
C 0.735220 0.446071 -1.498245 0.3239 0.2759 0.3647
C 1.320516 -0.739473 0.507828 -0.6497 1.0935 -0.0403
C 0.490945 0.456933 -0.054027 2.5369 -0.0158 1.1354
C -0.940083 0.166745 0.304127 0.5872 -1.8443 0.9934
H 1.596027 0.246341 -3.569620 -0.2310 -0.0183 -0.1519
H -1.444448 -1.109721 1.813181 1.5594 2.5469 0.1790
H -1.647508 0.852450 -0.023369 -0.8807 1.7148 -0.7237
H -1.183809 -0.765882 -0.189281 -0.0470 -0.1139 -0.5155
H -1.886110 0.421405 2.112052 1.5348 -0.3610 -0.4260
H 0.968725 1.399535 0.477568 -1.2309 -1.7130 -1.1452

***

Record 2
55
Properties=species:S:1:pos:R:3:forces:R:3 method="wB97M-V/def2-TZVPD" e_tot_ev=-127452.6984 e_lumo_ev=0.43 homo_energy_ha=-0.2702 molar_mass_g_mol=473.3 multiplicity=1 smiles="C=CC[PH](CC(N)(N)N)(CC(N)(N)N)P(O)Br.CCOS(C)(=O)=O" orbital_gap_ev=7.780
Br -5.046886 0.040732 -2.610385 0.2806 0.2785 -0.0610
S 4.771565 1.575300 1.561037 0.5143 -0.1816 0.1497
P -2.980219 -0.801900 -2.983448 -0.1607 -0.4876 -3.4101
P -1.711965 -0.725933 -1.169211 0.7821 0.0575 1.0383
O 4.929415 2.811009 2.297216 -0.3772 -0.8541 -0.8707
O -2.168998 0.213780 -4.200363 0.6992 -0.2842 3.3157
O 6.223107 1.129053 0.970400 -1.1704 -0.2652 0.8621
O 3.772981 1.419875 0.524123 0.7462 0.4985 0.6036
N -3.465195 -4.597239 -0.495637 1.0200 0.8801 1.8340
N -1.075787 -4.296484 -0.298668 -0.5526 1.5773 -0.1904
N -4.101202 0.524627 0.601004 -0.8271 1.0463 -0.2614
N -4.080366 2.621371 -0.674810 1.1324 0.3440 1.2018
N -2.164484 -3.943321 -2.432413 -0.8393 0.0672 0.4982
N -2.698830 2.461057 1.273664 0.6545 -1.4775 -0.1622
C -2.704044 -2.188391 -0.488775 -1.6297 -0.1384 0.8794
C -3.191412 1.607112 0.083073 -0.8316 1.9925 0.9409
C 0.420440 1.178671 1.672355 -2.6909 -3.0272 -0.8743
C 6.684441 1.729685 -0.230696 0.5022 0.6629 -0.9029
C 4.589560 0.246223 2.724149 0.1490 -0.1039 -0.0503
C 7.253583 3.111984 0.026940 -0.1322 0.3312 0.1535
C -0.586836 0.056905 1.502623 3.5377 3.4915 0.0169
C -2.303821 -3.683630 -0.952433 -0.8950 -2.1452 0.0969
C -0.426340 -0.902650 0.204265 2.7881 0.1613 2.8609
C -1.996585 1.134078 -0.923433 0.1548 2.7107 -0.7872
H 1.309550 1.291793 0.883671 -2.1601 -0.3647 1.9139
H -1.353442 0.580199 -3.709661 -1.6568 -0.4646 -1.2499
H 4.542680 -0.697707 2.177720 0.0185 0.1896 0.0327
H -3.455888 3.482914 -0.704476 -1.1461 -1.2601 -0.1572
H -1.477965 -0.064253 2.268840 2.0080 0.1758 -1.7502
H -2.594188 1.881012 2.132589 0.0738 0.5220 -1.0144
H -4.831568 2.908426 0.022956 1.3754 -0.4839 -0.9822
H -1.014026 1.754439 -0.646008 -2.0239 -1.6842 -0.3686
H 0.638504 -0.651002 -0.276209 -2.1955 -0.3000 1.0795
H -0.621512 -1.075195 -2.099229 -0.8197 0.2270 0.1886
H -4.360928 -4.064984 -0.458394 1.0094 -0.4496 0.0237
H 5.889379 1.762593 -0.982656 -0.0466 -0.0653 0.1899
H 7.476517 1.085331 -0.626578 -0.2497 -0.1396 0.2854
H 0.344965 2.005794 2.497595 0.0547 -1.9160 -1.5563
H -2.614225 -2.148277 0.699388 -0.1925 -0.1230 -2.5810
H 6.466535 3.810410 0.326844 0.1044 -0.0867 -0.0596
H -1.027711 -4.054990 0.729484 0.0192 -0.1883 -1.7380
H -3.107553 -3.735419 -2.849585 1.3503 -0.0233 0.4189
H -2.042331 -4.984090 -2.611037 -0.1444 1.6847 0.9260
H -3.854322 -1.963359 -0.717754 2.4657 -0.6228 0.3504
H -3.218754 -4.863173 0.505826 -0.7549 0.3208 -1.6198
H 7.731912 3.507041 -0.873832 -0.0375 -0.1167 0.0708
H -2.298774 1.571952 -1.994159 0.4664 -1.0723 2.2745
H 7.988093 3.085350 0.838117 -0.0519 -0.0658 -0.1722
H -0.283287 -2.003201 0.643173 -0.5485 2.2192 -1.2422
H 5.438769 0.257053 3.409958 -0.1018 0.0628 -0.1450
H -4.225473 0.537477 1.637024 0.5437 0.3001 -1.1214
H 3.661534 0.405051 3.277328 0.0845 0.1269 -0.1761
H -0.228045 -3.945186 -0.799823 -0.9967 -0.3221 0.7981
H -5.071995 0.753646 0.232718 1.7164 -0.6212 0.3667
H -1.748570 2.848441 1.085593 -1.0179 -0.5929 0.1335

***

Record 3
110
Properties=species:S:1:pos:R:3:forces:R:3 method="wB97M-V/def2-TZVPD" e_tot_ev=-75151.7586 e_lumo_ev="-0.94 / -0.87" homo_energy_ha="-0.2380 / -0.2463" molar_mass_g_mol=950.3 multiplicity=2 orbital_gap_ev="5.535 / 5.828"
Re 0.711260 -0.243048 -0.403457 0.0174 -0.1746 0.1228
S 3.079456 0.080034 0.228453 -0.0033 0.0848 0.0322
O 2.124383 -3.718851 -2.126375 -0.0537 0.0061 0.0021
O 1.394413 -2.174777 -0.683123 -0.0342 0.0583 -0.0600
N -0.242747 1.198248 -1.736876 -0.0174 0.1002 -0.0335
N 0.643664 1.583718 0.832728 -0.0442 -0.0389 -0.0208
N -0.963186 -1.426259 -1.185514 0.0141 -0.0025 -0.0918
N 1.906462 -0.222260 -2.255180 -0.0783 -0.0170 -0.0958
N 0.086716 -1.108273 1.441659 -0.0266 0.1660 -0.0106
C -4.001241 -4.654916 -0.659409 0.0050 -0.0017 -0.0041
C 0.964413 1.594870 2.165959 0.0081 -0.0001 0.0361
C 1.351383 2.917262 2.597971 0.0093 -0.0425 0.0345
C 4.058558 -0.010394 2.790085 -0.0339 0.0339 -0.0218
C 0.532641 3.332095 -0.836413 -0.0032 0.0592 -0.0372
C -1.075274 -3.084764 0.598512 -0.0122 -0.0566 0.0178
C 0.206769 -1.775402 3.651951 0.0138 0.0374 0.0423
C -1.215645 -0.384783 -3.347530 0.0005 0.0435 -0.0330
C -0.315560 4.500477 -3.520520 -0.0073 0.0026 0.0106
C -2.318986 -4.145035 3.764173 0.0054 0.0043 0.0003
C 1.466852 5.195186 1.410613 -0.0167 0.0027 -0.0018
C 0.807357 2.872335 0.429284 0.0077 -0.0242 0.0548
C 4.401743 -0.633908 3.981855 -0.0126 0.0053 0.0084
C -1.379288 -1.442537 -2.479344 -0.0036 -0.0689 0.0080
C 3.011783 0.759102 -4.115244 0.0066 -0.0084 0.0181
C 0.902065 0.529033 3.028620 0.0225 0.0334 0.0521
C -2.052707 -3.413689 -1.661126 0.0146 -0.0445 0.0753
C 0.158654 5.987938 1.492491 0.0121 -0.0080 -0.0019
C 2.219703 -1.430337 -2.731844 -0.0405 0.0721 0.0104
C -0.617613 -0.955011 5.888946 0.0068 -0.0052 -0.0065
C -0.369374 3.058654 -3.122509 0.0292 0.0708 0.0209
C -2.672461 -4.752557 -1.414353 0.0001 0.0177 -0.0074
C 0.442645 -0.724991 2.702390 -0.0213 -0.0776 -0.0403
C -1.485745 5.311519 -2.955852 0.0040 -0.0079 -0.0081
C -2.058013 -2.674569 -2.800042 -0.0082 0.0817 -0.0286
C -4.079157 -2.342360 -4.261699 0.0100 -0.0058 -0.0025
C 1.884195 -2.572229 -1.814617 0.1495 -0.0470 0.0635
C -1.347911 -2.634662 -0.671239 -0.0177 0.0225 -0.0648
C -0.010121 2.549964 -1.825665 -0.0262 -0.0729 0.0214
C -0.439372 -2.366288 1.584867 0.0242 0.0244 0.0623
C 2.328621 0.857535 -2.918077 0.0597 -0.0359 -0.0149
C -1.356087 1.986918 -5.237467 -0.0151 0.0024 0.0030
C 0.498259 3.501233 4.897341 0.0043 -0.0005 -0.0122
C -0.809614 1.997729 -3.844463 -0.0380 -0.0520 -0.0490
C 3.181228 -2.084204 1.953315 0.0168 0.0393 0.0421
C 3.434367 -0.724262 1.767739 0.0551 -0.1270 -0.0678
C 3.277337 -0.495564 -4.642738 0.0003 0.0063 -0.0085
C 3.506677 -2.698844 3.153449 -0.0009 0.0133 -0.0161
C -0.748708 0.852841 -2.973953 -0.0186 -0.0138 0.0724
C -2.695395 -2.982840 -4.117290 -0.0019 0.0195 0.0014
C 2.885353 -1.612647 -3.927275 0.0146 -0.0175 0.0026
C 1.252204 3.718405 1.509733 0.0028 0.0198 -0.0590
C -0.816560 -4.126845 3.467443 -0.0152 0.0023 -0.0014
C -0.341653 -2.805214 2.952304 0.0018 -0.0236 -0.0311
C 1.720782 3.286177 3.999931 -0.0196 -0.0058 -0.0035
C -2.885245 2.071172 -5.269975 0.0148 0.0022 -0.0008
C 4.116266 -1.979029 4.173410 0.0138 -0.0013 0.0183
C 0.487796 -1.682416 5.117653 -0.0190 -0.0009 -0.0013
H -2.832672 -5.253805 -2.370556 -0.0007 -0.0010 -0.0046
H 0.797303 3.738900 5.919052 0.0036 0.0016 -0.0040
H -4.020121 -1.259249 -4.140758 -0.0045 -0.0029 -0.0020
H -0.115312 4.321353 4.521826 -0.0039 -0.0024 0.0006
H -1.975137 -5.382490 -0.856816 -0.0006 -0.0044 0.0003
H -1.429160 6.354047 -3.271506 0.0028 -0.0026 0.0034
H 4.263526 1.043409 2.640628 -0.0029 0.0034 0.0083
H -2.779509 -4.064925 -4.232423 0.0010 -0.0046 0.0009
H 3.803305 -0.597808 -5.582847 0.0019 -0.0007 0.0023
H 2.323013 4.196671 3.982521 0.0026 -0.0008 0.0006
H -3.228201 3.004512 -4.821353 -0.0014 -0.0042 0.0028
H -2.437459 4.902056 -3.297011 -0.0001 0.0034 -0.0022
H 2.358933 2.508446 4.426595 0.0161 -0.0134 0.0016
H 0.611738 -2.689891 5.520474 -0.0006 -0.0040 0.0021
H -1.489631 5.283674 -1.865365 -0.0025 -0.0031 0.0007
H -1.568195 -1.481884 5.794190 -0.0010 0.0022 -0.0003
H -0.763858 0.054856 5.501633 0.0023 -0.0015 0.0038
H -1.426422 -4.074393 0.858636 -0.0024 0.0062 -0.0030
H -0.317436 4.571182 -4.609843 -0.0009 -0.0064 -0.0041
H -0.573054 -4.911739 2.747113 -0.0004 0.0020 0.0021
H -3.260253 2.026506 -6.293321 0.0036 0.0042 0.0030
H 1.983437 5.432118 0.477025 0.0016 0.0028 -0.0014
H -4.432258 -5.643289 -0.494485 0.0021 0.0025 0.0013
H -0.349842 5.792082 2.437301 -0.0030 0.0034 0.0031
H 4.379498 -2.465865 5.104374 -0.0023 0.0019 -0.0013
H -2.634063 -5.121518 4.134514 0.0001 0.0015 -0.0021
H 3.092711 -2.624722 -4.244619 -0.0032 0.0020 0.0041
H -0.265433 -4.370688 4.378084 0.0037 -0.0005 -0.0016
H 3.331862 1.661152 -4.617348 -0.0023 0.0041 0.0045
H -0.522704 5.702376 0.689455 -0.0018 -0.0004 0.0020
H -2.898159 -3.915926 2.868121 0.0043 -0.0005 0.0002
H -3.865201 -4.175095 0.311164 -0.0022 0.0006 -0.0030
H 0.702202 4.377974 -1.051339 0.0021 -0.0049 0.0072
H -2.046901 -2.643164 -4.929078 0.0024 0.0014 0.0010
H -0.372808 -0.881371 6.949525 -0.0007 -0.0029 -0.0026
H 2.117083 1.813895 -2.464166 0.0115 -0.0009 -0.0257
H 1.445367 -1.179218 5.271029 0.0028 0.0062 -0.0064
H -1.561513 -0.503314 -4.365354 0.0004 -0.0072 0.0071
H -2.571690 -3.396907 4.516692 -0.0010 -0.0014 0.0006
H -1.025236 1.085129 -5.758540 0.0012 -0.0025 0.0066
H -4.759639 -2.720742 -3.497575 0.0009 0.0030 -0.0001
H -0.128684 2.608532 4.923249 0.0015 0.0024 0.0030
H -4.512044 -2.554398 -5.240392 0.0000 -0.0025 0.0041
H 4.891203 -0.066163 4.764517 -0.0004 0.0037 -0.0047
H 1.190221 0.700411 4.056599 0.0089 0.0018 -0.0072
H 0.343025 7.060656 1.419564 0.0009 -0.0038 -0.0028
H 3.291882 -3.752446 3.288246 -0.0027 -0.0009 -0.0068
H 2.133787 5.513743 2.213978 0.0052 -0.0046 0.0010
H -0.934841 2.827144 -5.792911 0.0028 0.0031 -0.0027
H -3.331777 1.251629 -4.705038 -0.0031 0.0003 -0.0029
H -4.721059 -4.057647 -1.221129 0.0006 -0.0022 -0.0006
H 2.715841 -2.645768 1.154329 -0.0012 -0.0274 0.0171
H 0.628010 4.943247 -3.190349 0.0031 0.0014 -0.0011

***

Record 4
64
Properties=species:S:1:pos:R:3:forces:R:3 method="wB97M-V/def2-TZVPD" e_tot_ev=-63977.7749 e_lumo_ev=-8.13 homo_energy_ha=-0.5163 molar_mass_g_mol=708.8 multiplicity=1 charge=+2 orbital_gap_ev=5.924
Pt 0.722521 -0.428944 -0.801967 -0.0258 0.4445 0.2147
S 0.519030 -1.077729 1.913492 0.0241 -0.1024 -0.0403
S 0.595991 2.941940 -3.731462 0.0195 0.0159 0.0029
O 0.580309 0.294376 1.317531 -0.1332 0.0099 -0.0106
O -0.729950 -1.562121 2.389655 -0.0167 -0.0148 -0.0368
N 0.123905 -2.209445 -1.459216 0.0177 -0.1690 -0.0027
N 0.983424 -1.899643 0.508980 0.1917 -0.0724 0.1042
N 0.203166 1.166580 -1.957439 -0.0030 0.0458 0.0084
C 3.389104 0.965111 -3.751108 0.0253 -0.0009 -0.0139
C -2.042596 1.768745 -1.071769 -0.0022 0.0119 -0.0018
C 2.282970 0.768593 -2.935137 -0.0473 0.0183 -0.0077
C -0.948555 1.944972 -1.916928 0.0258 -0.0058 0.0507
C -3.036533 3.694107 -2.108379 -0.0063 0.0194 -0.0144
C 3.329911 -1.213577 -1.965308 0.0049 0.0381 -0.0173
C -1.138732 -3.976254 -2.292668 -0.0042 -0.0240 0.0070
C -4.472246 3.817126 0.561147 -0.0084 -0.0027 0.0088
C -3.105420 2.647748 -1.160948 -0.0049 -0.0249 0.0289
C 3.947080 -0.685276 3.864423 0.0045 -0.0089 0.0111
C -1.124778 -4.561645 -1.024623 0.0171 0.0147 0.0238
C -1.959675 3.882196 -2.942915 -0.0013 -0.0120 -0.0061
C 2.610369 -2.321049 5.024297 0.0028 0.0080 -0.0036
C -0.472951 -3.963171 0.047175 -0.0345 -0.0269 -0.0620
C 3.794765 -1.590329 4.922994 -0.0045 0.0029 -0.0057
C -0.517830 -2.763277 -2.494026 -0.0527 0.0789 -0.0097
C -4.241216 1.342433 0.687639 -0.0019 -0.0067 -0.0010
C -0.897317 2.985288 -2.839073 -0.0198 0.0090 -0.0286
C 2.952279 -0.509739 2.929368 -0.0007 -0.0036 -0.0210
C 1.594537 -2.163974 4.101516 -0.0125 0.0065 0.0019
C 1.080674 1.576856 -2.851661 0.0037 -0.0730 -0.0417
C 4.429950 -0.990459 -2.798741 0.0122 -0.0216 0.0100
C 4.885855 -1.746245 5.936253 0.0040 -0.0010 0.0026
C 1.780985 -1.260229 3.057035 -0.0153 0.0627 0.0454
C 2.296939 -0.315960 -2.057946 -0.0342 -0.2810 -0.0602
C -4.337214 2.531105 -0.268090 0.0267 0.0117 -0.0180
C 4.457307 0.080787 -3.678301 -0.0205 0.0157 -0.0031
C 0.169883 -2.779807 -0.229709 0.0597 0.0262 -0.1126
C -5.580483 2.351889 -1.151544 -0.0071 -0.0044 0.0049
H 5.834814 -1.970864 5.448244 -0.0001 0.0014 -0.0002
H 5.318074 0.229750 -4.314867 0.0012 0.0007 0.0004
H 3.065663 0.209224 2.129263 0.0003 -0.0019 -0.0008
H 4.857740 -0.104961 3.789786 -0.0002 0.0003 -0.0009
H -3.389767 1.430837 1.366546 0.0005 0.0025 0.0015
H -1.941736 4.697409 -3.653025 0.0005 0.0021 0.0024
H -3.597204 3.971105 1.194920 0.0021 -0.0019 -0.0019
H -0.463542 -4.391007 1.038741 0.0025 0.0019 0.0026
H -3.864911 4.385171 -2.182507 0.0051 0.0036 -0.0017
H 3.309335 -2.052673 -1.283930 0.0030 -0.0006 0.0008
H -4.171316 0.392984 0.150704 -0.0013 0.0012 -0.0028
H -6.466781 2.266850 -0.521999 -0.0010 0.0012 -0.0036
H -0.499496 -2.238881 -3.438726 -0.0040 -0.0055 0.0004
H 4.664372 -2.537989 6.647676 0.0007 -0.0004 0.0001
H 2.479189 -3.012617 5.845755 -0.0006 -0.0015 -0.0005
H -5.141409 1.302047 1.300159 0.0009 0.0003 0.0022
H 3.416510 1.806029 -4.433024 0.0039 0.0020 0.0019
H -2.045278 0.963740 -0.348007 0.0024 -0.0029 -0.0030
H -1.627258 -4.466273 -3.122040 0.0016 0.0054 -0.0048
H -4.596116 4.698509 -0.068103 0.0002 -0.0001 -0.0020
H -1.629272 -5.507012 -0.874675 -0.0024 0.0009 0.0026
H -5.349624 3.746522 1.204885 0.0008 0.0032 -0.0006
H 5.265177 -1.676526 -2.754515 0.0005 0.0013 -0.0024
H 5.019708 -0.815257 6.489907 -0.0007 -0.0008 0.0003
H -5.733302 3.198435 -1.820860 0.0000 0.0021 -0.0006
H 0.667553 -2.712934 4.195389 -0.0014 0.0011 0.0024
H -5.506604 1.447394 -1.758221 0.0027 0.0001 0.0016